[1]
Entry from OMol25: a structure of composition C18H43F6NO6PdS2Si2 (ωB97M-V with the def2-TZVPD basis set).

Last column: Mulliken charge in e.
Geometry (Å):
1 O 2.133 -0.016 -1.222  0.493
2 O 1.248 -2.184 -2.086  -0.297
3 C 2.420 0.931 -2.369  -0.331
4 C 2.977 2.212 -1.815  -1.312
5 H 1.449 1.062 -2.855  0.324
6 H 3.114 0.416 -3.035  0.486
7 H 2.299 2.678 -1.090  0.281
8 H 3.116 2.920 -2.639  0.449
9 H 3.960 2.065 -1.353  0.319
10 C 3.336 -0.495 -0.445  0.140
11 C 4.336 -1.158 -1.351  -1.476
12 H 2.916 -1.183 0.295  0.153
13 H 3.713 0.401 0.055  0.531
14 H 3.884 -1.937 -1.978  0.118
15 H 5.113 -1.638 -0.741  0.470
16 H 4.834 -0.421 -1.990  0.360
17 C 0.905 -3.290 -1.200  -0.382
18 C 0.834 -2.342 -3.469  -0.165
19 C 2.083 -4.197 -0.962  -1.215
20 H 0.067 -3.840 -1.652  0.492
21 H 0.552 -2.826 -0.269  0.233
22 H 2.392 -4.689 -1.891  0.294
23 H 1.790 -4.975 -0.253  0.452
24 H 2.939 -3.661 -0.535  0.192
25 C 1.738 -3.290 -4.224  -1.361
26 H 0.850 -1.331 -3.893  0.284
27 H -0.206 -2.703 -3.473  0.246
28 H 2.801 -3.076 -4.057  0.275
29 H 1.541 -3.183 -5.293  0.423
30 H 1.532 -4.331 -3.950  0.334
31 H 1.644 -0.871 -1.581  0.207
32 Pd -1.014 0.874 1.063  0.058
33 C -1.021 0.492 -0.987  0.047
34 Si -2.623 0.311 -1.995  0.849
35 H -0.299 1.277 -1.282  0.391
36 H -0.480 -0.474 -0.946  -0.229
37 C -2.230 0.593 -3.817  -1.136
38 C -4.031 1.482 -1.608  -1.085
39 C -3.227 -1.441 -1.714  -0.888
40 C 0.783 1.641 1.663  -0.681
41 Si 1.472 0.749 3.177  0.967
42 H 0.537 2.717 1.771  0.673
43 H 1.441 1.543 0.771  -0.443
44 C 3.365 0.748 3.082  -1.081
45 C 0.782 -0.990 3.050  -1.028
46 C 1.159 1.460 4.883  -1.208
47 H -2.384 -2.140 -1.649  0.035
48 H -3.881 -1.765 -2.537  0.345
49 H -3.787 -1.484 -0.769  0.247
50 H -1.696 1.539 -3.968  0.304
51 H -3.166 0.647 -4.391  0.349
52 H -1.619 -0.211 -4.243  0.230
53 H -3.653 2.405 -1.149  0.293
54 H -4.746 1.024 -0.913  0.108
55 H -4.566 1.740 -2.534  0.389
56 H 1.562 -1.699 2.746  0.356
57 H -0.038 -1.044 2.313  0.059
58 H 0.372 -1.293 4.022  0.457
59 H 1.830 0.964 5.604  0.303
60 H 0.122 1.303 5.200  0.254
61 H 1.359 2.539 4.907  0.308
62 H 3.767 0.485 4.072  0.362
63 H 3.733 1.750 2.819  0.277
64 H 3.755 0.031 2.348  0.223
65 F -1.050 4.453 4.115  -0.231
66 C -2.152 4.031 3.433  0.675
67 F -3.192 4.819 3.749  -0.225
68 F -1.889 4.158 2.109  -0.209
69 S -2.529 2.252 3.860  0.872
70 O -1.323 1.479 3.583  -0.492
71 O -3.093 2.229 5.178  -0.662
72 N -3.577 2.053 2.666  -0.416
73 S -3.881 0.547 2.261  0.763
74 O -3.309 0.254 0.940  -0.365
75 O -3.715 -0.431 3.305  -0.647
76 C -5.705 0.792 1.871  0.465
77 F -6.462 0.873 2.983  -0.221
78 F -5.870 1.925 1.149  -0.206
79 F -6.143 -0.256 1.123  -0.219

The relative energy (zero: lowest compared OMol25 entry of this formula, charge and spin) comes out at 3.5 kcal/mol. For the total energy, the calculation gives -90344.5441 eV. Its net charge is 0. As for the spin multiplicity: 3. The calculation puts the frontier orbital gap (alpha / beta) at 5.5 / 8.1 eV. Its HOMO energy (alpha / beta) is -5.74 / -8.66 eV.



[2]
Entry from OMol25: a structure of composition C3H6N2O (ωB97M-V with the def2-TZVPD basis set).

Last column: natural (NBO) charge in e.
Geometry (Å):
1 N 2.104 0.358 -0.621  -0.806
2 C 0.930 0.040 -0.020  0.733
3 O 0.962 -0.139 1.188  -0.697
4 N -0.221 0.053 -0.782  -0.488
5 C -1.348 -0.664 -0.196  -0.296
6 C -1.358 0.486 0.665  -0.110
7 H 2.128 0.162 -1.600  0.384
8 H 2.953 0.193 -0.093  0.405
9 H -2.165 -0.724 -0.901  0.213
10 H -1.136 -1.603 0.311  0.214
11 H -1.704 1.442 0.314  0.207
12 H -1.144 0.395 1.735  0.241

The relative energy (zero: lowest compared OMol25 entry of this formula, charge and spin) comes out at 66.6 kcal/mol. For the total energy, the calculation gives -8233.8095 eV. Its net charge is 0. The calculation puts the frontier orbital gap at 9.4 eV. Its HOMO energy is -9.10 eV.



[3]
Entry from OMol25: a structure of composition C27H32NO2 (ωB97M-V with the def2-TZVPD basis set).

Last column: natural (NBO) charge in e.
Geometry (Å):
1 C 4.916 1.263 1.398  -0.265
2 O 4.372 0.002 1.865  -0.497
3 C 3.090 -0.150 1.546  0.800
4 O 2.498 0.753 0.963  -0.623
5 C 2.519 -1.470 1.997  -0.117
6 C 3.539 -2.609 1.820  -0.390
7 C 2.749 -3.771 1.277  -0.425
8 C 1.355 -3.263 0.855  -0.203
9 N 1.325 -1.838 1.231  -0.509
10 C 0.082 -1.242 1.472  0.502
11 C -0.306 -0.064 0.792  -0.360
12 C -1.434 0.779 1.365  -0.439
13 C -2.321 0.114 2.463  -0.400
14 C -1.527 -0.782 3.427  -0.391
15 C -0.774 -1.855 2.608  -0.502
16 H 5.928 1.303 1.816  0.208
17 H 4.932 1.256 0.291  0.200
18 H 4.267 2.071 1.767  0.208
19 H 2.292 -1.277 3.066  0.214
20 H 4.338 -2.293 1.139  0.232
21 H 3.961 -2.799 2.809  0.236
22 H 3.257 -4.249 0.443  0.230
23 H 2.646 -4.535 2.048  0.223
24 H 1.194 -3.363 -0.230  0.196
25 H 0.568 -3.867 1.338  0.200
26 H 0.559 0.554 0.504  0.370
27 H -1.015 1.696 1.836  0.228
28 H -2.053 1.075 0.507  0.231
29 H -2.852 0.910 3.005  0.230
30 H -3.121 -0.479 1.999  0.200
31 H -0.777 -0.199 3.992  0.204
32 H -2.175 -1.219 4.213  0.234
33 H -1.527 -2.543 2.175  0.244
34 H -0.125 -2.439 3.283  0.232
35 C -2.653 0.243 -1.581  -0.063
36 C -3.861 1.006 -1.876  -0.125
37 C -5.170 0.440 -1.742  -0.163
38 C -6.297 1.160 -2.154  -0.210
39 C -6.156 2.461 -2.684  -0.167
40 C -4.885 3.058 -2.711  -0.199
41 C -3.752 2.346 -2.306  -0.172
42 C -1.356 0.544 -1.948  -0.294
43 C -0.227 -0.056 -1.219  -0.014
44 C 1.058 0.510 -1.703  -0.119
45 C 2.118 -0.247 -2.228  -0.170
46 C 3.214 0.423 -2.818  -0.209
47 C 3.207 1.837 -2.875  -0.184
48 C 2.187 2.598 -2.244  -0.200
49 C 1.066 1.932 -1.726  -0.185
50 H -2.815 -0.745 -1.139  0.207
51 H -5.279 -0.567 -1.314  0.220
52 H -7.289 0.699 -2.113  0.231
53 H -7.022 2.973 -3.120  0.232
54 H -4.768 4.059 -3.116  0.228
55 H -2.749 2.784 -2.295  0.217
56 H -1.198 1.197 -2.856  0.250
57 H -0.325 -1.161 -1.135  0.244
58 H 2.058 -1.341 -2.155  0.220
59 H 4.068 -0.173 -3.199  0.234
60 H 4.032 2.358 -3.372  0.231
61 H 2.215 3.699 -2.135  0.233
62 H 0.194 2.499 -1.312  0.224

The relative energy (zero: lowest compared OMol25 entry of this formula, charge and spin) comes out at 53.9 kcal/mol. For the total energy, the calculation gives -34093.7533 eV. Its net charge is +1. The calculation puts the frontier orbital gap at 6.3 eV. Its HOMO energy is -11.06 eV.



[4]
Entry from OMol25: the molecule C6H11NS (ωB97M-V with the def2-TZVPD basis set).

Last column: natural (NBO) charge in e.
Geometry (Å):
1 C 1.377 1.288 -0.202  -0.634
2 C 0.744 0.055 0.064  -0.163
3 S 2.021 -1.222 -0.018  -0.004
4 C -0.158 -0.205 1.378  -0.434
5 C -1.470 -0.788 0.587  -0.085
6 C -1.503 0.337 -0.278  -0.441
7 C -0.301 -0.253 -1.075  -0.081
8 N -0.776 -1.574 -0.593  -0.591
9 H 2.427 1.418 0.354  0.219
10 H 1.460 1.411 -1.320  0.222
11 H 0.725 2.214 0.073  0.214
12 H 3.131 -0.474 -0.031  0.107
13 H -0.441 0.514 2.077  0.213
14 H 0.464 -0.885 2.048  0.225
15 H -2.205 -1.560 1.202  0.247
16 H -2.425 0.126 -0.922  0.203
17 H -1.498 1.500 0.022  0.214
18 H -0.013 -0.206 -2.173  0.236
19 H -1.558 -1.698 -1.195  0.332

Its structure (SMILES) is C[C@@]1(S)C[C@H]2C[C@@H]1N2. The relative energy (zero: lowest compared OMol25 entry of this formula, charge and spin) comes out at 89.6 kcal/mol. For the total energy, the calculation gives -18721.6107 eV. Its net charge is 0. The calculation puts the frontier orbital gap at 9.5 eV. Its HOMO energy is -8.60 eV.